# 1
Formula: C17H47IrN8O5P2Si
Source: the OMol25 dataset
Level of theory: ωB97M-V/def2-TZVPD

Geometry as XYZ:
```
81
Properties=species:S:1:pos:R:3:forces:R:3:lowdin_charge:R:1
Ir 0.292324 -0.347011 -0.617019 -0.5 0.0 0.1 1.399
C -0.933039 4.246905 1.948601 0.0 0.0 -0.1 -0.060
N -2.039903 3.351726 1.597183 -0.1 -0.2 0.1 -0.289
C -3.367894 3.861205 1.966023 0.0 0.0 0.0 -0.046
P -1.843665 2.060626 0.653965 0.1 0.2 0.1 0.503
O -0.484860 1.433562 0.821021 0.0 0.0 0.0 -0.361
O -1.940348 2.613070 -0.901041 0.0 -0.1 0.1 -0.239
P -1.278374 2.059536 -2.235170 -0.1 0.1 0.0 0.530
O -0.745491 0.626691 -1.971005 0.4 0.1 0.0 -0.447
N -0.018044 2.955865 -2.709984 -0.1 0.0 -0.1 -0.274
C -0.282424 4.277343 -3.312249 0.0 0.0 0.0 -0.035
C 1.363401 2.792041 -2.272054 0.0 0.0 0.1 -0.066
N -2.459431 2.067435 -3.319416 0.0 0.0 0.0 -0.285
C -2.177460 1.524853 -4.658650 0.0 0.0 0.0 -0.043
C -3.669747 2.899360 -3.260062 0.0 0.0 0.0 -0.055
N -3.063993 1.006301 0.784020 0.1 0.0 -0.2 -0.296
C -2.953035 -0.068893 1.778022 0.0 0.0 0.1 -0.059
C -4.294360 0.995940 -0.009378 0.0 0.0 0.0 -0.058
H -0.871480 4.334947 3.033028 0.0 0.0 0.0 0.101
H -1.100281 5.237470 1.523336 0.0 0.0 0.0 0.099
H 0.007964 3.853962 1.571999 0.0 0.0 0.0 0.071
H -3.357903 4.143050 3.018262 0.0 0.0 0.0 0.102
H -4.125740 3.095995 1.828023 0.0 0.0 0.0 0.076
H -3.624941 4.736720 1.367892 0.0 0.0 0.0 0.100
H -1.255183 4.288107 -3.797332 0.0 0.0 0.0 0.078
H 0.476016 4.473702 -4.068310 0.0 0.0 0.0 0.106
H -0.248267 5.065253 -2.558476 0.0 0.0 0.0 0.103
H 1.522570 1.802708 -1.840226 0.0 0.0 0.0 0.034
H 1.635105 3.547685 -1.531322 0.0 0.0 0.0 0.103
H 2.026467 2.890361 -3.131942 0.0 0.0 0.0 0.106
H -1.250700 0.959122 -4.655465 0.1 -0.1 0.0 0.065
H -2.095329 2.333357 -5.387054 0.0 0.0 0.0 0.103
H -2.990834 0.862045 -4.950789 0.0 0.0 0.0 0.107
H -3.806239 3.317746 -2.268697 0.0 0.0 0.0 0.073
H -4.533787 2.288347 -3.518009 0.0 0.0 0.0 0.105
H -3.594424 3.718125 -3.977753 0.0 0.0 0.0 0.099
H -2.308666 0.228310 2.605010 0.0 0.0 0.0 0.091
H -2.572602 -0.990695 1.330674 0.0 0.0 0.0 0.082
H -3.941240 -0.269621 2.189315 0.0 0.0 0.0 0.102
H -4.327805 1.845869 -0.682547 0.0 0.0 0.0 0.064
H -5.160664 1.050961 0.651060 0.0 0.0 0.0 0.100
H -4.360496 0.077722 -0.596192 0.0 0.0 0.0 0.103
N 1.820926 -0.027241 0.688218 -0.1 0.1 0.0 -0.018
C 1.597631 -0.699620 2.018225 0.1 -0.1 0.0 -0.221
C 2.868432 -1.324024 2.608433 0.0 0.1 0.0 -0.109
C 3.436895 -2.573337 1.924448 0.1 0.0 0.0 -0.143
C 2.837135 -3.919227 2.334514 0.0 0.0 0.0 -0.144
N 3.140311 -4.229900 3.733970 0.1 0.1 0.0 0.099
C 2.330329 -4.872066 4.584253 -0.2 -0.1 0.0 -0.411
N 1.015650 -4.899289 4.368765 0.0 0.1 0.1 0.233
N 2.845995 -5.486343 5.642731 0.0 0.0 0.0 0.229
C 0.477265 -1.697185 1.844388 0.1 0.0 -0.1 -0.527
O 0.048847 -2.387155 2.721324 0.0 -0.1 0.0 0.142
O 0.020677 -1.800498 0.577443 0.0 0.1 0.2 -0.196
H 2.744048 -0.238293 0.311789 0.0 -0.1 0.0 0.109
H 1.754057 0.981281 0.831073 0.1 0.0 0.0 0.114
H 1.249409 0.072135 2.704050 -0.1 0.0 0.0 0.169
H 2.657673 -1.537536 3.658044 0.0 0.0 0.0 0.134
H 3.627450 -0.537863 2.617391 0.0 0.0 0.0 0.134
H 4.506816 -2.611626 2.143412 0.0 0.0 0.0 0.129
H 3.381342 -2.497647 0.833323 -0.1 0.0 0.0 0.099
H 3.257800 -4.702385 1.700136 0.0 0.0 0.0 0.141
H 1.763051 -3.950124 2.197376 0.0 0.0 0.0 0.097
H 4.121321 -4.231407 3.973897 0.0 0.0 0.0 0.166
H 0.577435 -4.197618 3.788570 0.0 0.0 0.0 0.091
H 0.413604 -5.387988 5.011980 0.0 0.0 0.0 0.143
H 3.837218 -5.632287 5.742511 0.0 0.0 0.0 0.141
H 2.255993 -5.872346 6.362072 0.0 0.0 0.0 0.143
C 0.943193 -3.513849 -1.889605 0.0 0.0 0.0 -0.186
Si 1.363804 -1.755874 -2.306591 0.1 -0.1 -0.2 0.470
C 0.671129 -1.224614 -3.943478 0.0 -0.1 0.0 -0.201
C 3.190750 -1.389486 -2.199385 0.0 0.0 0.0 -0.194
H 1.432914 -4.152377 -2.631319 0.0 0.0 0.0 0.060
H -0.129692 -3.699667 -1.950904 0.0 0.0 0.0 0.051
H 1.288160 -3.820281 -0.903324 0.0 0.0 0.0 0.020
H 1.155344 -1.844073 -4.705619 0.0 0.0 0.0 0.062
H 0.884528 -0.182980 -4.183844 0.0 0.0 0.0 0.030
H -0.402131 -1.400511 -4.009627 0.0 0.0 0.0 0.041
H 3.681055 -1.956393 -2.997133 0.0 0.0 0.0 0.061
H 3.658810 -1.710103 -1.265724 0.0 0.0 0.0 0.013
H 3.429626 -0.338007 -2.373074 0.0 0.0 0.0 0.038
```
Positions in Å, forces in eV/Å.

Values from the calculation:
Multiplicity ... 2
Orbital gap (spin up / spin down) ... 7.4 / 6.3 eV
Total charge ... +3
<S²> ... 0.75
Energy above the lowest of the compared OMol25 structures with the same formula, charge and spin ... 19.8 kcal per mole
Total energy ... -2566.08928 Ha


# 2
Formula: C17H47NO20P4Pt
Source: the OMol25 dataset
Level of theory: ωB97M-V/def2-TZVPD

Geometry as XYZ:
```
90
Properties=species:S:1:pos:R:3:forces:R:3:lowdin_charge:R:1
Pt -0.424638 -0.214243 1.393242 -0.9 -0.3 0.8 0.771
C -3.094943 -0.842732 3.554281 -1.4 0.0 2.5 -1.113
O -3.984187 -1.050223 4.356609 -1.8 -0.5 0.9 0.071
O -2.589539 -1.626736 2.785303 2.0 -4.5 -4.2 0.076
O -2.471898 0.211470 3.518191 2.4 5.3 -0.2 0.085
C 2.258831 0.133138 5.572142 -0.3 1.2 -0.2 -0.046
C 2.224968 1.435403 4.641435 1.0 -1.3 0.9 -0.382
C 3.446446 2.387144 4.894643 -0.3 -0.4 -0.3 -0.193
O 3.482246 3.503031 4.006833 0.1 0.7 0.3 -0.195
C 2.640467 4.564646 4.427402 -2.0 -0.9 -0.1 -0.111
N 2.254090 0.983168 3.254103 0.2 0.1 -0.4 0.036
H 1.394140 -0.520666 5.458369 -0.6 0.7 0.0 0.071
H 2.327787 0.477659 6.603962 -0.1 -0.3 0.1 0.068
H 3.032580 -0.615512 5.402071 0.8 0.7 -0.3 0.067
H 1.317327 2.003647 4.844838 -0.2 -0.2 0.0 0.125
H 4.372258 1.860421 4.663253 0.0 -0.3 0.2 0.126
H 3.489052 2.743092 5.924006 -0.1 0.0 0.2 0.117
H 1.606446 4.245602 4.296564 -0.4 -0.2 -0.3 0.074
H 2.651209 5.466728 3.815678 1.0 -0.1 0.1 0.089
H 2.599251 4.745823 5.501452 1.1 0.3 0.2 0.086
H 2.940948 0.243176 3.227348 -0.1 -0.7 0.0 0.066
H 2.786188 1.684557 2.759110 -0.4 0.6 -0.6 0.058
C -4.301878 -4.111249 -2.872927 -0.3 0.4 -0.6 -0.102
O -3.386070 -3.221073 -2.242846 0.6 1.3 -0.3 -0.227
P -3.264074 -1.632886 -2.593160 1.6 0.1 1.6 0.467
O -2.302543 -0.946855 -1.666001 -1.8 -1.1 -1.3 -0.255
O -2.752254 -1.577337 -4.129404 -1.4 -0.6 1.0 -0.223
C -3.002071 -0.416434 -4.929451 0.0 0.6 0.8 -0.093
O -4.790159 -1.085836 -2.564056 1.9 0.0 -1.9 -0.239
C -5.530232 -1.063452 -1.378357 -0.6 -0.8 1.4 -0.108
H -4.924174 -3.526127 -3.550037 -0.4 -0.2 0.1 0.081
H -4.890592 -4.630209 -2.116478 0.0 0.2 0.0 0.091
H -3.813210 -4.864606 -3.490787 0.5 0.1 0.2 0.086
H -3.294604 0.409466 -4.281052 0.0 0.2 0.0 0.078
H -3.838356 -0.578203 -5.609559 0.3 -0.2 -0.2 0.090
H -2.055528 -0.133545 -5.390026 -0.3 -0.2 -0.3 0.092
H -5.847937 -0.070340 -1.060694 0.2 0.1 -0.4 0.093
H -4.971801 -1.506501 -0.553761 0.1 0.1 0.1 0.094
H -6.396320 -1.704653 -1.542186 -0.2 0.2 0.1 0.091
C -2.820907 5.175271 1.716641 -0.1 -0.9 -0.3 -0.072
O -2.587115 5.299601 0.265696 -0.1 -0.9 -0.2 -0.258
P -2.292863 3.959870 -0.672768 0.0 0.9 0.7 0.492
O -1.334224 3.042473 -0.009326 -1.3 0.6 -0.9 -0.248
O -3.751760 3.351499 -1.042513 1.8 -0.4 1.0 -0.224
C -4.737642 4.050110 -1.771287 0.6 1.4 -0.7 -0.110
O -1.807828 4.626418 -2.093286 -0.8 -0.6 1.7 -0.228
C -0.611895 5.413849 -2.092512 0.7 0.1 0.2 -0.105
H -1.987318 5.547461 2.312204 0.2 0.1 -0.5 0.083
H -2.979167 4.134394 1.998831 0.2 -0.1 -0.2 0.082
H -3.731444 5.672995 2.050237 0.0 0.4 -0.7 0.081
H -4.540311 3.866637 -2.827463 -0.5 -0.2 -0.1 0.089
H -4.569767 5.117143 -1.625179 -0.3 0.2 0.0 0.081
H -5.760221 3.825643 -1.467873 0.3 -0.5 0.1 0.093
H 0.215759 4.883231 -2.563182 -0.3 -0.2 -0.4 0.085
H -0.219878 5.620102 -1.096587 -0.5 0.1 0.2 0.081
H -0.807565 6.358523 -2.599866 -0.1 -0.2 0.0 0.090
C 3.985356 3.156154 -1.531163 0.2 1.6 0.3 -0.125
O 3.451546 2.360983 -2.553072 -0.5 -3.0 -0.7 -0.235
P 3.300594 0.740263 -2.387572 2.0 0.7 -0.7 0.446
O 2.359271 0.248481 -1.403102 -0.2 -0.2 0.5 -0.214
O 3.026190 0.301121 -3.905609 -0.1 1.2 0.2 -0.219
C 2.701561 -1.032797 -4.253906 -0.2 -1.2 0.3 -0.100
O 4.864504 0.274270 -2.109521 -2.3 0.9 -0.2 -0.243
C 5.837372 0.690982 -3.086086 -0.3 -1.2 0.0 -0.102
H 3.152474 3.726461 -1.119881 0.2 0.2 0.1 0.089
H 4.689183 3.808128 -2.048516 -0.1 0.4 0.2 0.090
H 4.548489 2.753143 -0.689393 -0.2 -1.0 -0.2 0.094
H 3.609801 -1.634957 -4.228865 0.0 -0.1 0.1 0.088
H 2.251915 -1.163004 -5.238263 0.3 0.9 -0.3 0.088
H 1.938891 -1.471468 -3.610481 0.2 0.2 0.5 0.090
H 6.746476 0.699578 -2.484783 0.2 0.3 -0.7 0.097
H 5.593039 1.580676 -3.666462 0.1 0.5 0.7 0.086
H 5.815174 -0.082081 -3.854181 0.7 -0.2 0.0 0.079
C 1.467664 -5.824236 3.025031 -1.9 0.0 1.6 -0.158
O 1.938872 -5.774600 1.719171 0.5 1.0 -1.9 -0.205
P 1.118115 -4.828776 0.662031 1.1 1.0 -0.3 0.460
O 0.832680 -3.470751 1.187750 0.3 -1.4 -0.5 -0.243
O -0.130826 -5.711574 0.237653 -0.1 0.5 0.3 -0.218
C -1.243979 -5.774101 1.148619 -0.7 -0.7 0.5 -0.078
O 2.004991 -4.827819 -0.711944 -1.1 -0.5 2.0 -0.201
C 2.068246 -5.989142 -1.536911 0.6 -0.4 -1.0 -0.117
H 0.904824 -4.939763 3.323384 0.1 0.4 -0.3 0.081
H 2.177749 -5.940281 3.843823 0.7 -0.3 -0.7 0.093
H 0.717067 -6.612909 3.076830 0.2 -0.4 0.3 0.083
H -1.576091 -6.811864 1.119513 -0.2 0.1 -0.1 0.094
H -2.075634 -5.108245 0.918248 0.3 0.1 -0.6 0.096
H -1.023263 -5.558772 2.194094 0.5 0.1 -0.2 0.073
H 3.104018 -6.276067 -1.718445 0.2 0.1 0.6 0.085
H 1.740026 -5.742080 -2.546530 -0.6 0.2 0.2 0.086
H 1.530623 -6.868924 -1.183282 -0.1 0.3 0.2 0.086
```
Positions in Å, forces in eV/Å.

Values from the calculation:
Multiplicity ... 3
Orbital gap (spin up / spin down) ... 7.3 / 7.2 eV
<S²> ... 2.03
Energy above the lowest of the compared OMol25 structures with the same formula, charge and spin ... 59.7 kcal per mole
Total energy ... -3720.26201 Ha